Density functional theory data (ωB97M-V/def2-TZVPD) for C42H49IrN4O8P2Te as an isolated structure in a non-equilibrium geometry.

Geometry as XYZ:
```
107
Properties=species:S:1:pos:R:3:mulliken_spin:R:1
Ir -1.03641 -2.26922 -0.51610 -0.024
Te -1.17981 1.78158 0.25351 0.578
P -2.09780 -5.11095 -0.25920 -0.001
P -1.79026 -3.88636 2.30889 0.001
O -1.92071 -2.65683 1.41037 0.004
O -2.74889 -4.13465 3.39332 0.000
O -1.65049 -5.15648 1.30467 0.001
O -3.50542 1.00747 0.12190 0.251
O -0.98575 -4.33308 -0.99219 -0.002
O -1.86173 -6.65315 -0.63753 0.000
O -3.49370 -4.70831 -0.45759 0.001
O -0.29459 -3.83166 2.93084 0.000
N -1.82135 -0.45490 -0.14707 0.041
N 1.02630 -2.20267 -0.65288 0.001
N 1.19995 -1.83727 -2.96495 0.005
N 3.08496 -1.99186 -1.72816 0.002
C 5.72971 -0.26733 -4.49349 0.000
C -3.54536 3.42032 2.04362 0.017
C 2.14852 -3.49334 1.15687 -0.006
C -3.09275 -0.22672 -0.01132 -0.001
C 1.70144 -1.98935 -1.74765 -0.006
C -4.19230 -1.27877 0.01476 0.028
C 0.76425 5.68894 1.30293 0.019
C 1.88674 -2.28298 0.51369 -0.001
C -1.13948 -1.69129 -2.42510 0.011
C -1.47907 4.96258 -0.15836 -0.035
C -1.05808 6.29580 -0.09981 0.011
C -0.77436 3.97883 0.54236 0.039
C -0.13650 -1.75520 -3.36737 0.003
C 2.54398 -1.12579 0.92341 0.012
C 1.19429 3.34465 2.04283 0.080
C 0.79009 -1.79413 -5.72862 0.002
C -0.04145 -0.26078 2.62075 -0.020
C -1.65988 -1.59510 -5.19988 0.001
C 0.37032 4.35603 1.27461 -0.013
C 3.39195 -1.12936 2.01430 0.011
C -1.74868 1.59404 2.30301 0.093
C -3.16463 2.19426 4.16097 -0.003
C -2.56640 1.24104 4.97094 0.007
C 0.52562 8.11182 0.64924 0.001
C 5.09750 -2.05552 -3.03056 -0.001
C 3.93989 -1.37168 -2.66626 -0.001
C -1.13520 0.63492 3.10545 -0.089
C -2.70234 -1.50803 -4.28976 -0.002
C -2.43533 -1.56365 -2.93166 0.001
C 5.99352 -1.50933 -3.93240 0.000
C -1.55594 0.47143 4.42359 -0.006
C -2.79073 2.38294 2.83298 -0.046
C 3.69240 -0.08843 -3.17113 0.003
C 0.05940 6.67650 0.62039 -0.006
C 4.59843 0.42492 -4.10295 -0.001
C -2.71096 4.65860 -0.98723 0.009
C 3.59686 -2.31230 2.71028 0.000
C 2.98644 -3.47322 2.27294 0.002
C 2.53654 0.77242 -2.72022 -0.019
C 1.62711 -4.79390 0.62883 -0.005
C -3.00684 1.03078 6.39811 0.000
C -0.35731 -1.71528 -4.74986 -0.006
H -3.96522 2.80702 4.56587 0.000
H 2.08286 3.81290 2.46995 0.002
H 2.18549 0.50597 -1.72291 0.025
H -2.65063 5.15429 -1.95888 -0.001
H -3.61189 5.02226 -0.48670 0.003
H 3.88095 -0.21282 2.32126 0.000
H -0.91828 -6.84631 -0.62909 0.000
H 4.24414 -2.33053 3.57872 0.000
H 2.36595 -0.20555 0.37876 0.001
H 0.61246 2.89939 2.85335 -0.014
H -4.11450 -1.97729 -0.81603 -0.001
H 1.88704 -1.81436 -3.69935 -0.001
H -5.17008 -0.80270 0.00735 0.004
H -4.47965 3.66737 2.55004 0.000
H 1.65147 5.96638 1.86848 0.003
H -2.83852 3.59062 -1.15433 0.002
H 1.51446 2.52404 1.39443 -0.020
H -1.08186 -0.30136 5.02402 0.000
H -2.16291 1.12930 7.08407 0.000
H -4.07630 -1.87132 0.92058 -0.001
H -2.95858 4.33355 1.94253 -0.001
H 0.37349 0.08648 1.68205 0.071
H 0.64208 8.46755 1.67557 0.000
H 1.48372 -0.95070 -5.62569 0.000
H -3.41925 0.02771 6.52634 0.000
H 6.88945 -2.05488 -4.20030 0.000
H -3.72211 -1.39760 -4.63794 0.000
H -1.85518 -1.56339 -6.26600 0.000
H 0.41068 -1.77318 -6.74959 0.000
H -0.43463 -1.26595 2.45469 0.003
H 1.67698 0.69347 -3.39061 0.000
H -0.35410 -4.20920 3.81522 0.000
H 1.36577 -2.71894 -5.61204 0.000
H 3.17408 -4.40656 2.79166 0.000
H 5.28381 -3.02993 -2.59257 0.000
H 6.41140 0.16764 -5.21383 0.000
H -3.76987 1.75396 6.68709 0.000
H -3.78274 3.04625 1.05086 -0.013
H 1.93023 -4.93692 -0.41250 0.000
H 1.99579 -5.62589 1.22935 0.000
H 3.51138 -2.51852 -0.98440 0.000
H 4.41160 1.41450 -4.50606 0.000
H -3.26133 -1.48247 -2.24651 -0.001
H -0.18353 8.76554 0.13996 0.000
H 0.55139 -4.81392 0.63534 0.001
H 2.84561 1.81741 -2.70211 0.001
H -1.62314 7.05024 -0.64340 -0.001
H 1.49550 8.21550 0.15614 0.000
H 0.75085 -0.33008 3.36613 0.000
```

Its spin multiplicity is 2. Its lowest unoccupied orbital energy (alpha / beta) is 2.02 / 1.77 eV. The calculation puts the energy above the lowest of the compared OMol25 structures with the same formula, charge and spin at 248.05 kJ/mol. The net charge is -1. Its gap between HOMO and LUMO (alpha / beta) is 0.23373 / 0.22970 Ha. The calculation puts the HOMO energy (alpha / beta) at -4.3 / -4.5 eV. The calculation puts the electronic energy at -3506.2020 Ha.


Density functional theory data (ωB97M-V/def2-TZVPD) for C42H50As3F5N8RbSSe as an isolated structure in a non-equilibrium geometry.

Geometry as XYZ:
```
111
Properties=species:S:1:pos:R:3:lowdin_charge:R:1
Rb 10.52492 16.73051 12.27880 0.596
Se 6.55028 20.15680 12.64677 0.435
As 10.31812 13.59946 14.78663 1.131
As 8.24272 9.55867 17.70283 1.100
As 6.85680 15.67117 15.94744 1.144
S 13.43340 14.30310 12.42636 0.726
F 7.84077 21.55178 15.08104 0.030
F 6.83269 22.57841 10.56043 0.034
F 7.50785 25.17956 11.10950 0.075
F 8.26998 24.05016 15.61276 0.088
F 7.99103 26.04226 13.55592 0.106
N 10.57936 15.15078 9.87818 0.007
N 13.00130 17.14712 13.93213 -0.008
N 16.05222 14.63915 12.42704 0.086
N 12.62350 16.15198 10.39621 -0.101
N 11.23067 19.85716 12.80620 0.111
N 16.10279 17.27278 12.77111 0.059
N 13.73479 17.56882 12.83829 0.019
N 13.89243 16.17157 9.94098 0.014
C 10.43308 13.39658 8.16693 -0.116
C 10.54232 20.78041 13.53431 -0.084
C 12.94349 19.89540 14.49756 -0.045
C 7.08847 12.06665 15.05428 -0.067
C 13.61233 19.21118 11.02008 0.007
C 14.05852 15.54016 17.68007 -0.098
C 12.56553 14.29684 8.79830 -0.015
C 11.89668 15.21337 9.65910 -0.424
C 7.04768 13.83279 16.84279 -0.349
C 7.06555 21.96220 12.85750 -0.650
C 7.41540 24.26112 12.10147 -0.148
C 16.66528 18.52378 12.39260 -0.114
C 14.83494 15.22140 12.42375 -0.731
C 9.96776 9.91668 18.54364 -0.374
C 14.90827 15.30644 16.57489 -0.081
C 14.83632 16.70587 10.68733 -0.284
C 17.25823 18.68110 11.20789 -0.135
C 7.65647 22.41836 14.07043 -0.308
C 13.36742 18.72416 12.37652 -0.193
C 9.88672 14.31502 9.06717 -0.152
C 16.15291 16.81272 10.00977 -0.027
C 13.51816 16.64898 15.09270 -0.301
C 9.31544 12.66622 16.16715 -0.385
C 9.04199 8.87336 16.04630 -0.392
C 7.17645 15.30442 14.01888 -0.365
C 17.13208 17.73272 10.16782 -0.129
C 7.77138 24.75052 13.35462 -0.163
C 7.90940 23.75763 14.36070 -0.155
C 7.54318 11.44007 17.40399 -0.379
C 14.84907 16.76498 12.19710 -0.303
C 7.05847 22.93279 11.86006 -0.251
C 12.23210 20.73778 15.28247 -0.061
C 12.46926 19.55197 13.23160 -0.260
C 11.77281 13.43701 8.00607 -0.099
C 11.04784 21.25832 14.74239 -0.048
C 12.66034 16.89251 16.21279 -0.047
C 7.80746 12.55211 16.30671 -0.616
C 8.57991 16.49080 16.33383 -0.360
C 12.03320 12.78929 15.46636 -0.300
C 12.88467 16.30653 17.40801 -0.106
C 14.66204 15.88264 15.30311 -0.066
C 10.19836 12.29254 13.27042 -0.319
H 11.08878 12.35340 12.62102 -0.002
H 15.28062 15.59526 14.51497 0.038
H 10.64085 10.40445 17.80710 0.017
H 12.95607 13.12864 14.98609 -0.021
H 10.36783 8.94142 18.93334 0.029
H 13.61916 14.19193 8.69582 0.083
H 12.60079 21.16817 16.22326 0.117
H 17.72700 19.59596 10.92909 0.094
H 6.05703 12.08044 15.28303 0.065
H 12.18099 13.08460 16.52519 0.024
H 16.04388 17.26789 13.75895 0.089
H 6.00044 13.60932 17.02383 0.038
H 9.77462 12.97666 17.09388 0.074
H 16.29171 16.07103 9.21664 0.110
H 7.17018 16.35781 13.59476 0.027
H 17.94609 17.77284 9.41688 0.104
H 9.69825 12.77576 7.64072 0.099
H 8.94729 16.06986 17.27465 0.019
H 6.28776 14.75589 13.65563 0.016
H 9.39905 16.23329 15.69037 -0.041
H 16.76094 19.27782 13.17805 0.116
H 10.49908 22.08824 15.24919 0.114
H 9.30457 12.34800 12.57219 0.032
H 16.17056 13.66460 12.22159 0.097
H 12.19871 16.43034 18.24688 0.100
H 13.96462 19.48594 14.70792 0.137
H 9.80486 10.51048 19.43004 -0.001
H 11.81766 17.50805 16.07780 0.090
H 8.24108 8.88715 15.29870 -0.010
H 7.83584 11.84320 18.40556 0.058
H 9.22770 7.72865 16.11175 0.047
H 13.01791 20.05611 10.83403 0.075
H 8.78794 14.30601 9.19459 0.107
H 12.34396 12.98180 7.22009 0.095
H 13.36017 18.49885 10.26186 0.072
H 9.87225 9.34052 15.52488 0.000
H 9.50562 21.04429 13.26346 0.081
H 7.49589 14.23856 17.76148 0.046
H 6.43759 11.31696 17.58713 0.061
H 7.36002 12.66340 14.14246 0.072
H 10.08807 11.24528 13.69739 0.026
H 11.92604 11.70353 15.35827 0.017
H 9.71639 11.68538 15.99026 0.018
H 16.85634 15.30509 12.37908 0.123
H 8.43487 17.53319 16.38131 -0.003
H 15.86037 14.78179 16.71552 0.098
H 7.27214 10.98428 14.93454 0.073
H 8.19978 14.83645 13.87131 -0.046
H 14.21422 14.99929 18.57190 0.070
H 14.63183 19.49579 10.72047 0.098
```

Its lowest unoccupied orbital energy is 1.68 eV. The net charge is -1. Its gap between HOMO and LUMO is 0.20847 Ha. The calculation puts the HOMO energy at -4.0 eV. The calculation puts the electronic energy at -12098.6131 Ha.